Entry 1:
14
Properties=species:S:1:pos:R:3:lowdin_charge:R:1 method="wB97M-V/def2-TZVPD" smiles="C=NNCCS" homo_lumo_gap_ev=9.08 total_charge=0 relative_energy_kj_mol=475.4
C 0.69 1.58 0.02 -0.540
C 1.12 0.09 -0.44 -0.295
C -1.19 -2.54 -1.26 -0.052
H 0.69 0.30 2.22 -0.001
H 1.37 2.51 0.30 0.097
H 0.04 1.91 -0.68 0.016
H 1.87 -0.74 -0.13 0.135
H 1.32 0.11 -1.57 0.119
H -0.61 -0.33 0.33 -0.012
H -1.31 -3.46 -1.73 0.016
H -2.17 -2.32 -0.64 0.085
N -0.16 -0.52 -0.51 -0.198
N -0.21 -1.64 -1.33 -0.036
S -0.14 1.39 1.55 0.665



Entry 2:
14
Properties=species:S:1:pos:R:3:lowdin_charge:R:1 method="wB97M-V/def2-TZVPD" homo_lumo_gap_ev=9.04 total_charge=0 relative_energy_kj_mol=419.7
C -0.02 -0.47 -1.65 -0.086
C 0.42 0.90 0.99 -0.289
C -0.08 -0.40 1.60 -0.481
H -0.77 0.26 -1.77 0.052
H -0.48 -1.24 -1.16 0.020
H 0.57 -0.76 -2.59 0.119
H 1.71 0.49 -1.65 0.050
H 0.38 1.94 1.59 0.147
H 0.12 -1.34 1.09 0.032
H 0.31 -0.70 2.54 0.043
H -2.25 0.65 0.45 0.025
N 1.18 0.08 -0.97 -0.119
N 0.94 1.14 -0.10 -0.024
S -2.03 -0.54 1.64 0.510



Entry 3:
14
Properties=species:S:1:pos:R:3:lowdin_charge:R:1 method="wB97M-V/def2-TZVPD" homo_lumo_gap_ev=8.67 total_charge=0 relative_energy_kj_mol=316.4
C -1.89 -0.79 0.89 -0.172
C 1.02 -0.48 -1.24 -0.165
C 1.30 0.97 -1.13 -0.505
N -3.10 -0.77 0.58 0.017
N 1.47 0.68 1.40 -0.409
S 1.57 1.77 0.28 0.887
H -1.25 0.07 1.15 0.048
H 1.18 -0.83 -2.25 0.074
H -0.01 -0.70 -0.94 0.053
H 1.67 -1.01 -0.54 0.069
H 1.25 1.60 -2.00 0.043
H -3.54 0.16 0.56 0.038
H -1.41 -1.76 0.94 0.060
H 1.72 1.08 2.30 -0.038



Entry 4:
14
Properties=species:S:1:pos:R:3:lowdin_charge:R:1 method="wB97M-V/def2-TZVPD" smiles="C=NSC.C=N" homo_lumo_gap_ev=9.09 total_charge=0 relative_energy_kj_mol=340.3
C 1.69 -1.10 1.59 -0.141
C 0.23 1.49 -2.48 -0.134
C -1.61 -0.15 1.35 -0.352
N 0.85 -1.58 0.74 -0.469
N -0.49 0.52 -2.18 -0.001
S -0.63 -1.21 0.22 0.834
H 1.60 -0.22 2.13 0.023
H 2.79 -1.39 1.59 0.075
H 1.14 1.38 -3.04 0.057
H 0.14 2.47 -2.00 0.063
H -1.02 0.56 1.87 0.012
H -2.05 -0.78 2.12 0.028
H -2.41 0.26 0.77 0.019
H -0.25 -0.24 -2.69 -0.014



Entry 5:
14
Properties=species:S:1:pos:R:3:lowdin_charge:R:1 method="wB97M-V/def2-TZVPD" homo_lumo_gap_ev=9.76 total_charge=0 relative_energy_kj_mol=228.6
C -0.60 0.70 -0.92 -0.247
C 0.15 1.04 0.32 -0.259
C 1.08 -0.14 0.77 -0.505
H -1.90 -1.90 -0.06 0.077
H -1.85 -0.58 0.99 0.096
H -0.39 1.29 -1.84 0.114
H 0.80 1.89 0.08 0.099
H -0.60 1.25 1.12 0.115
H 0.53 -1.09 1.00 0.058
H 1.77 0.13 1.51 0.018
H 1.46 -0.80 -1.51 -0.152
N -1.43 -1.04 0.17 -0.053
N -1.40 -0.31 -1.06 -0.014
S 2.37 -0.44 -0.57 0.653



Entry 6:
14
Properties=species:S:1:pos:R:3:lowdin_charge:R:1 method="wB97M-V/def2-TZVPD" smiles="CN(C)C(N)=S" homo_lumo_gap_ev=8.65 total_charge=0 relative_energy_kj_mol=47.0
C -1.73 0.24 -0.13 -0.081
C 0.43 -0.11 -1.34 -0.073
C 0.36 -0.11 1.11 -0.885
H -2.09 0.90 0.67 0.075
H -2.27 -0.71 -0.14 0.090
H -2.00 0.73 -1.05 0.069
H 1.02 0.80 -1.54 0.095
H 1.07 -1.00 -1.30 0.092
H -0.27 -0.33 -2.16 0.093
H 2.18 -0.32 1.91 0.065
H 2.23 0.35 0.36 0.097
N -0.28 0.04 -0.09 -0.221
N 1.71 -0.20 1.04 0.053
S -0.34 -0.28 2.66 0.532



Entry 7:
14
Properties=species:S:1:pos:R:3:lowdin_charge:R:1 method="wB97M-V/def2-TZVPD" homo_lumo_gap_ev=9.27 total_charge=0 relative_energy_kj_mol=266.7
C 0.04 -0.69 1.99 -0.118
C 0.10 -0.69 -1.16 -0.172
C 0.31 0.84 -1.17 -0.620
H 1.03 -0.34 1.67 0.069
H 0.14 -1.77 2.28 0.082
H -0.39 -0.13 2.87 0.096
H -1.69 -0.98 1.28 0.097
H 0.39 -1.20 -2.07 0.098
H 0.00 1.30 -0.23 0.052
H 1.43 0.97 -1.13 0.078
H 0.40 2.84 -2.36 -0.125
N -0.88 -0.54 0.87 -0.201
N -0.59 -1.31 -0.21 -0.022
S -0.28 1.69 -2.62 0.685



Entry 8:
14
Properties=species:S:1:pos:R:3:lowdin_charge:R:1 method="wB97M-V/def2-TZVPD" homo_lumo_gap_ev=8.59 total_charge=0 relative_energy_kj_mol=474.5
C 1.31 1.88 -0.44 -0.138
C 0.73 0.98 0.72 -0.270
C -0.36 -0.17 0.27 -0.756
H 2.32 1.38 -0.76 0.069
H 0.59 1.72 -1.41 0.109
H 1.70 2.95 -0.17 0.086
H 0.23 1.56 1.55 0.092
H 1.39 0.27 1.41 0.109
H -0.27 -2.26 -0.22 0.144
H 2.33 -1.95 0.70 0.227
H 1.87 -1.82 -1.19 0.059
N 0.21 -1.41 0.19 -0.156
N 1.54 -1.46 -0.30 -0.076
S -2.03 0.13 -0.15 0.502



Entry 9:
14
Properties=species:S:1:pos:R:3:lowdin_charge:R:1 method="wB97M-V/def2-TZVPD" homo_lumo_gap_ev=9.10 total_charge=0 relative_energy_kj_mol=345.2
C -0.34 1.19 0.70 -0.152
C -0.73 1.46 -0.73 -0.150
C -0.63 0.08 -0.23 -0.734
N 1.01 -1.88 0.27 -0.087
N 0.89 -0.87 -0.68 -0.086
S -1.99 -1.03 -0.05 0.750
H 0.70 1.34 0.98 0.095
H -1.04 1.41 1.49 0.096
H -1.72 1.85 -0.92 0.096
H 0.02 1.82 -1.41 0.099
H 0.96 -2.83 -0.11 0.076
H 1.87 -1.73 0.78 0.075
H 0.58 -1.24 -1.58 0.067
H -1.42 -1.71 0.95 -0.145



Entry 10:
15
Properties=species:S:1:pos:R:3:lowdin_charge:R:1 method="wB97M-V/def2-TZVPD" smiles="NC(=S)[C@H](N)CS" homo_lumo_gap_ev=8.86 total_charge=0 relative_energy_kj_mol=31.0
C -0.04 0.66 -0.86 -0.455
C -1.01 -0.59 -0.93 -0.495
C 1.09 0.34 0.18 -0.845
H -0.38 2.77 -0.69 0.059
H -1.73 1.81 -0.29 0.052
H 0.46 0.74 -1.85 0.132
H -1.70 -0.50 -1.78 0.070
H -0.46 -1.52 -1.13 0.043
H -1.13 -1.06 1.46 -0.153
H 0.32 1.57 1.58 0.107
H 1.91 0.87 1.89 0.099
N -0.76 1.88 -0.57 0.022
N 1.15 1.09 1.27 0.096
S -2.10 -0.79 0.57 0.678
S 2.09 -0.96 -0.22 0.590



Entry 11:
15
Properties=species:S:1:pos:R:3:lowdin_charge:R:1 method="wB97M-V/def2-TZVPD" homo_lumo_gap_ev=7.92 total_charge=0 relative_energy_kj_mol=365.8
C 0.20 -1.39 2.02 -0.006
C 0.65 0.04 -0.57 -1.245
C 0.47 1.37 -1.17 -0.204
N -0.68 -1.39 0.96 -0.128
N -0.68 -0.20 0.33 -0.128
S 1.96 -0.10 0.55 0.631
S 0.45 -1.18 -1.97 0.705
H 0.26 -0.41 2.41 0.025
H 0.39 -2.29 2.63 0.093
H -0.24 1.49 -1.91 0.052
H 1.40 1.82 -1.39 0.064
H 0.18 1.89 -0.27 0.074
H -0.55 -2.13 0.24 0.111
H -0.71 0.44 1.07 0.067
H -0.87 -0.93 -1.72 -0.109



Entry 12:
15
Properties=species:S:1:pos:R:3:lowdin_charge:R:1 method="wB97M-V/def2-TZVPD" smiles="CNC(=S)N(C)S" homo_lumo_gap_ev=8.52 total_charge=0 relative_energy_kj_mol=217.3
C 2.01 -1.47 -0.03 -0.156
C 0.32 0.34 -0.12 -0.810
C -1.57 1.86 -0.29 -0.157
H 2.27 -1.04 1.09 0.124
H 1.82 -2.54 -0.07 0.075
H 2.78 -1.22 -0.83 0.094
H 0.08 -1.68 -0.60 0.045
H -2.55 1.99 -0.78 0.080
H -0.84 2.42 -0.75 0.008
H -1.73 2.30 0.79 0.122
H -1.62 -1.32 1.58 0.008
N 0.71 -0.99 -0.33 -0.130
N -1.06 0.51 -0.08 -0.636
S 1.49 1.56 0.25 0.579
S -2.11 -0.72 0.17 0.755



Entry 13:
14
Properties=species:S:1:pos:R:3:lowdin_charge:R:1 method="wB97M-V/def2-TZVPD" smiles="C[N+]1=NNCC1" homo_lumo_gap_ev=10.09 total_charge=+1 relative_energy_kj_mol=315.7
C -1.25 0.64 -0.97 -0.106
C -0.56 -0.69 -0.43 -0.010
C 1.58 -0.84 1.05 0.005
N 0.40 1.13 0.52 0.162
N -0.59 1.57 -0.19 -0.006
N 0.59 -0.13 0.35 -0.177
H -1.20 0.88 -1.99 0.116
H -2.31 0.65 -0.66 0.143
H -1.01 -1.23 0.42 0.137
H -0.39 -1.47 -1.19 0.140
H 1.87 -0.18 1.87 0.112
H 2.39 -1.10 0.37 0.107
H 1.12 -1.89 1.20 0.141
H -0.63 2.65 -0.35 0.236



Entry 14:
14
Properties=species:S:1:pos:R:3:lowdin_charge:R:1 method="wB97M-V/def2-TZVPD" smiles=C1[NH2+]CN2N[C@@H]12 homo_lumo_gap_ev=12.39 total_charge=+1 relative_energy_kj_mol=426.0
C -0.79 0.95 0.26 -0.019
C -0.11 -1.28 0.29 -0.117
C 0.76 0.89 0.41 -0.199
N -0.93 -0.34 -0.48 -0.005
N 1.16 -0.48 0.47 0.017
N 1.23 0.23 -0.79 0.074
H -1.15 0.89 1.20 0.102
H -1.15 1.67 -0.36 0.112
H -0.57 -1.66 1.23 0.147
H 0.25 -2.20 -0.36 0.186
H 1.24 1.68 1.02 0.176
H -1.98 -0.58 -0.80 0.265
H -0.08 -0.34 -1.20 0.147
H 2.13 0.56 -0.89 0.113



Entry 15:
14
Properties=species:S:1:pos:R:3:lowdin_charge:R:1 method="wB97M-V/def2-TZVPD" homo_lumo_gap_ev=10.03 total_charge=+1 relative_energy_kj_mol=416.5
C -1.37 0.24 0.68 0.155
C -0.06 0.21 0.87 -0.342
C 0.81 1.33 1.54 0.027
N 0.85 -1.44 -0.46 0.258
N 0.71 -0.80 0.45 0.090
N 0.01 -1.10 -2.13 0.121
H -1.94 -0.54 0.23 0.078
H -1.90 1.06 1.08 0.080
H 0.16 2.11 1.90 0.088
H 1.55 1.58 0.77 0.102
H 1.11 0.89 2.41 0.056
H -0.34 -2.05 -2.30 0.112
H 0.90 -1.20 -2.57 0.074
H -0.50 -0.30 -2.48 0.102



Entry 16:
14
Properties=species:S:1:pos:R:3:lowdin_charge:R:1 method="wB97M-V/def2-TZVPD" smiles=C[NH2+][C@]12N[C@H]1N2 homo_lumo_gap_ev=9.95 total_charge=+1 relative_energy_kj_mol=489.5
C 1.73 0.84 -0.22 -0.151
C 0.50 0.17 0.00 -0.448
C -1.78 -0.59 0.29 0.028
N 0.73 1.46 0.62 0.139
N 1.72 -0.47 0.48 0.148
N -0.69 -0.27 -0.68 0.105
H 2.41 1.31 -1.06 0.201
H -1.42 -1.33 1.00 0.117
H -2.05 0.31 0.83 0.116
H -2.65 -0.99 -0.24 0.112
H 0.94 1.42 1.62 0.117
H 2.07 -1.24 -0.08 0.106
H -1.02 0.48 -1.31 0.206
H -0.49 -1.10 -1.26 0.205



Entry 17:
14
Properties=species:S:1:pos:R:3:lowdin_charge:R:1 method="wB97M-V/def2-TZVPD" spin_multiplicity=3 homo_lumo_gap_ev="6.91 / 6.92" total_charge=+1 relative_energy_kj_mol=234.1 s2=2.010
C -2.33 -0.03 -0.28 -0.193
C -0.43 -0.20 0.49 -0.303
C 2.08 0.10 -0.07 0.017
N -1.70 1.04 -0.11 0.197
N -1.57 -1.05 0.14 0.111
N 0.65 -0.31 -0.29 0.065
H -3.44 -0.32 -0.54 0.194
H -0.14 -0.16 1.53 0.145
H 2.49 0.68 -0.95 0.128
H 2.15 0.65 0.79 0.057
H 2.75 -0.81 -0.07 0.131
H -1.97 1.99 -0.26 0.116
H -1.53 -2.01 0.08 0.124
H 0.46 -0.75 -1.27 0.211